[1]
The following is a DFT calculation (wB97M-V/def2-TZVPD) of a cluster of 6 separate species, C4H21NO5S in total.

The calculation puts the HOMO energy at -8.65 eV. The value obtained for the energy above the lowest of the compared OMol25 structures with the same formula, charge and spin is 65.58 kcal per mole. The structure (SMILES) is CN[C@H](C)CS.O.O.O.O.O. The LUMO energy is -0.012 hartree.

Geometry as XYZ:
```
32
Properties=species:S:1:pos:R:3:lowdin_charge:R:1
C -1.4728 1.6440 0.5337 -0.14
N -0.4974 0.6088 0.5539 -0.13
C 0.9327 1.0206 1.1359 -0.45
C 1.5025 1.9366 0.0712 -0.10
C 1.6457 -0.2502 1.3138 -0.61
S 3.3881 0.0431 1.6627 0.69
H -2.1118 1.6566 -0.3395 0.08
H -1.9365 1.5098 1.5375 0.09
H -1.0125 2.5510 0.3050 0.04
H -0.2794 0.2018 -0.3362 0.07
H 0.6248 1.6061 2.1010 0.17
H 2.6249 1.9061 0.0388 0.06
H 1.3679 1.6135 -0.9125 0.02
H 0.9750 2.8904 0.0694 0.08
H 1.1779 -1.0656 2.1239 0.14
H 1.5749 -0.9674 0.4023 0.10
H 3.2411 0.3010 3.0475 -0.09
O -1.4924 -0.3532 3.2694 -0.13
H -0.9182 0.1447 2.6552 -0.03
H -1.8633 -1.1686 2.7113 0.06
O -1.8842 -2.7678 1.7167 -0.02
H -1.1823 -2.2200 1.3998 0.01
H -2.6402 -2.8009 1.1665 0.03
O 1.3354 1.3604 -3.0925 -0.12
H 0.3879 1.1640 -3.1745 0.00
H 1.6894 0.7346 -3.8450 0.10
O -0.5228 -0.5493 -3.5402 -0.01
H -1.3409 -0.7021 -3.8960 0.00
H -0.3933 -1.3900 -3.1612 -0.02
O -0.7253 -2.5291 -1.7931 -0.05
H -1.7162 -2.6928 -1.8607 0.10
H -0.4789 -3.4359 -1.8642 0.04
```


[2]
The following is a DFT calculation (wB97M-V/def2-TZVPD) of a cluster of 7 separate species, C4H21NO6 in total.

The calculation puts the HOMO energy at -9.77 eV. The value obtained for the energy above the lowest of the compared OMol25 structures with the same formula, charge and spin is 11.34 kcal per mole. The structure (SMILES) is C=CCCN.O.O.O.O.O.O. The LUMO energy is 0.023 hartree.

Geometry as XYZ:
```
32
Properties=species:S:1:pos:R:3:lowdin_charge:R:1
C 2.3758 -0.2158 -1.6004 -0.01
C 1.9306 0.7595 -0.8253 -0.19
C 0.5799 0.7677 -0.1783 -0.21
C -0.2426 2.0015 -0.5467 -0.26
N -1.5787 1.9031 0.0412 -0.01
H 1.7579 -1.0707 -1.8574 0.06
H 3.3719 -0.2063 -2.0496 0.07
H 2.5415 1.6241 -0.6104 0.10
H 0.0146 -0.1120 -0.4576 0.09
H 0.6822 0.7353 0.8961 0.09
H -0.2636 2.0870 -1.6317 0.11
H 0.2349 2.8988 -0.1877 0.11
H -2.1495 2.7164 -0.1851 0.09
H -2.0522 1.0907 -0.3561 0.06
O -1.9917 -0.7276 -1.5620 -0.10
H -2.7052 -1.0937 -2.1169 0.08
H -1.8964 -1.3495 -0.7924 0.01
O -0.3589 -1.4456 2.5201 -0.07
H 0.6058 -1.3654 2.3823 0.02
H -0.6810 -0.5374 2.6553 0.00
O -1.7658 -2.4601 0.5116 -0.07
H -1.1817 -2.0917 1.2173 0.00
H -2.5590 -2.7176 0.9799 0.05
O 2.4409 -1.1684 1.9959 -0.04
H 2.8456 -2.0341 2.0779 0.06
H 2.6400 -0.8633 1.1055 0.03
O -1.1738 1.1665 2.7226 -0.08
H -1.4040 1.4712 1.8184 0.00
H -0.5537 1.8397 3.0506 0.06
O 0.3323 -0.8323 -3.2169 -0.10
H 0.6645 0.0789 -3.1681 0.03
H -0.4606 -0.8490 -2.6320 0.01
```


[3]
The following is a DFT calculation (wB97M-V/def2-TZVPD) of a cluster of 6 separate species, C4H21NO6 in total.

The calculation puts the HOMO energy at -9.45 eV. The value obtained for the energy above the lowest of the compared OMol25 structures with the same formula, charge and spin is 48.34 kcal per mole. The structure (SMILES) is COC[C@H](C)N.O.O.O.O.O. The LUMO energy is -0.003 hartree.

Geometry as XYZ:
```
32
Properties=species:S:1:pos:R:3:lowdin_charge:R:1
C 1.9263 0.0843 -3.0182 -0.06
O 2.0572 -0.1724 -1.5793 -0.20
C 1.3087 0.6996 -0.7511 -0.18
C 1.7080 2.2854 -0.7005 -0.41
C 2.9232 2.4411 0.1997 -0.08
N 0.5629 3.0194 -0.1879 0.04
H 2.1543 1.1418 -3.1515 0.07
H 0.8894 -0.0811 -3.3110 0.08
H 2.5956 -0.4030 -3.7272 0.08
H 0.2623 0.4941 -0.9766 0.10
H 1.4876 0.3105 0.2512 0.11
H 2.0355 2.6983 -1.6546 0.11
H 3.1043 3.5007 0.3803 0.08
H 3.7938 2.0216 -0.3045 0.08
H 2.7669 1.7992 1.0667 0.07
H 0.4348 3.8376 -0.7662 0.07
H -0.3200 2.5711 -0.3866 0.05
O -5.0349 -3.4990 2.2135 -0.06
H -4.1856 -3.3170 1.8112 -0.02
H -4.8227 -3.9705 3.0190 0.03
O -2.3695 1.9321 1.4114 -0.07
H -1.6856 1.8370 2.0743 0.02
H -2.3640 1.0993 0.9397 -0.03
O -1.8306 -0.5967 0.3816 -0.04
H -0.9037 -0.7878 0.2379 0.01
H -2.1704 -1.3750 0.8232 0.02
O -2.4231 -3.3463 0.7514 -0.04
H -2.3803 -3.1726 -0.1890 0.06
H -1.5295 -3.2021 1.0629 0.00
O 0.3724 -2.5432 1.1175 -0.03
H 0.7446 -1.9618 1.7806 0.06
H 0.8919 -3.3445 1.1819 0.06
```


[4]
The following is a DFT calculation (wB97M-V/def2-TZVPD) of a cluster of 9 separate species, C4H21O12 in total.

The calculation puts the HOMO energy at -5.56 eV. Its total charge is -1. The value obtained for the energy above the lowest of the compared OMol25 structures with the same formula, charge and spin is 0.00 kcal per mole. The LUMO energy is 0.098 hartree.

Geometry as XYZ:
```
37
Properties=species:S:1:pos:R:3:lowdin_charge:R:1
O 0.1189 -1.6929 -2.1696 -0.07
C -0.1760 -0.4765 -2.2610 -0.69
O -0.4708 0.1772 -3.2794 -0.03
C -0.2827 0.2397 -0.8734 -0.10
C -0.2237 1.7740 -1.0437 -0.08
C 0.6444 2.3860 0.0154 -0.53
O 0.3355 1.9729 1.2518 0.08
O 1.5885 3.1256 -0.0967 0.07
H 0.4100 -0.1922 -0.1609 0.08
H -1.3171 0.0102 -0.6446 0.08
H 0.0644 2.0242 -2.0443 0.09
H -1.2167 2.1834 -0.8645 0.13
H -0.2170 1.1690 1.2754 0.04
H 1.6421 -2.9229 1.5544 0.02
H 1.6141 -2.4622 0.0575 0.06
O 1.2234 -3.0961 0.7217 -0.06
H -3.2748 0.9534 0.9558 0.00
H -2.8897 1.6163 2.2458 0.04
O -3.4220 1.8015 1.4322 -0.09
H -2.3444 -1.8421 0.0759 0.02
H -3.3952 -0.8195 -0.5054 0.07
O -2.9947 -1.1211 0.3296 -0.11
H -0.5704 -3.0302 0.1560 0.03
H -0.9353 -2.6546 -1.2776 0.00
O -1.3153 -3.1147 -0.5006 -0.10
H 2.3904 -0.1522 -0.9441 0.06
H 3.5593 0.2377 0.0220 0.07
O 2.6337 -0.0225 -0.0047 -0.05
H -0.4179 -0.6366 2.3277 0.05
H -1.8379 -0.5746 1.6241 0.01
O -1.1710 -0.0492 2.0908 -0.07
H 2.0652 1.8176 -3.0156 0.04
H 2.4761 2.3104 -1.6075 0.03
O 2.6827 1.6251 -2.2959 -0.07
H 1.7792 0.0657 1.7367 0.00
H 1.6463 -0.0623 3.2728 0.07
O 1.5983 -0.5672 2.4441 -0.07
```